{
  "formula": "CH4I2OSi",
  "method": "ωB97M-V/def2-TZVPD",
  "elements": ["C", "O", "Si", "I", "I", "H", "H", "H", "H"],
  "positions_angstrom": [[2.61, -0.31, 0.88], [0.61, 1.11, 0.67], [-0.14, 0.90, -0.65], [2.48, -2.17, 0.04], [3.83, 1.18, -0.20], [2.73, -0.31, 1.91], [-0.98, -0.37, -0.65], [0.67, 0.95, -1.92], [-1.30, 1.84, -0.52]],
  "lumo_ev": [-2.6, -2.6],
  "total_energy_ha": -1000.4631,
  "max_force_ev_per_a": 5.517,
  "homo_energy_ev": [-9.22, -9.22]
}